1.
{
  "formula": "C30H67N3O5",
  "method": "the ωB97M-V functional and the def2-TZVPD basis",
  "homo_ev": -7.656,
  "smiles": "CC1(C)CCCC(C)(C)N1O.CC1(C)CCCC(C)(C)N1O.CC1(C)CCCC(C)(C)N1O.CC(C)O.O",
  "e_above_lowest_kcal_mol": 81.0,
  "total_charge": 0,
  "gap_ev": 7.9,
  "multiplicity": 1,
  "elements": ["C", "C", "C", "C", "C", "C", "C", "C", "C", "N", "O", "H", "H", "H", "H", "H", "H", "H", "H", "H", "H", "H", "H", "H", "H", "H", "H", "H", "H", "H", "C", "C", "C", "C", "C", "C", "C", "C", "C", "N", "O", "H", "H", "H", "H", "H", "H", "H", "H", "H", "H", "H", "H", "H", "H", "H", "H", "H", "H", "H", "C", "C", "C", "C", "C", "C", "C", "C", "C", "N", "O", "H", "H", "H", "H", "H", "H", "H", "H", "H", "H", "H", "H", "H", "H", "H", "H", "H", "H", "H", "C", "C", "C", "O", "H", "H", "H", "H", "H", "H", "H", "H", "O", "H", "H"],
  "coordinates": [[-3.42670, -3.43352, 4.12677], [-2.26305, -4.30826, 4.69432], [-2.18297, -5.59791, 3.81448], [-0.86014, -3.54389, 4.56781], [-0.45280, -2.59672, 5.72347], [-0.66207, -3.28881, 7.05014], [-2.06222, -3.99608, 7.29553], [-1.83243, -4.97148, 8.46211], [-3.11327, -2.90927, 7.57521], [-2.45102, -4.75612, 6.08065], [-3.55076, -5.52240, 6.25474], [-4.37550, -3.92301, 3.90706], [-3.57522, -2.53234, 4.72167], [-3.09925, -3.06303, 3.15538], [-3.16939, -5.87624, 3.44352], [-1.70119, -5.39316, 2.85841], [-1.55652, -6.39022, 4.22425], [-0.08494, -4.28382, 4.36865], [-1.05607, -2.82465, 3.77257], [0.54244, -2.16260, 5.62785], [-1.14207, -1.75717, 5.81380], [-0.36527, -2.60985, 7.84953], [0.06798, -4.09541, 6.98283], [-1.40431, -4.42803, 9.30442], [-1.06677, -5.67920, 8.14430], [-2.71038, -5.52276, 8.79886], [-3.25625, -2.27822, 6.69804], [-2.89137, -2.15754, 8.33268], [-4.10791, -3.34397, 7.67431], [-3.37437, -6.39358, 5.89207], [-0.99418, -3.24311, -3.85675], [-1.48552, -2.12171, -4.66001], [-1.36521, -2.37644, -6.14685], [-3.01559, -1.93069, -4.27950], [-3.55515, -0.51241, -4.64007], [-2.62674, 0.65989, -4.19325], [-1.16456, 0.49016, -4.62210], [-0.94954, 0.81205, -6.13852], [-0.28865, 1.52250, -3.80246], [-0.70283, -0.87899, -4.26195], [0.63543, -1.02531, -4.39659], [-1.31338, -3.41104, -2.82815], [-1.27506, -4.18382, -4.33033], [0.08165, -3.38052, -3.74816], [-0.31332, -2.30287, -6.42291], [-1.81713, -3.35327, -6.31909], [-1.95631, -1.65301, -6.70842], [-3.56856, -2.68960, -4.83302], [-3.18171, -1.99622, -3.20423], [-3.89231, -0.34175, -5.66247], [-4.45652, -0.42734, -4.03311], [-2.65749, 0.54453, -3.10981], [-2.97179, 1.64348, -4.51198], [-0.03060, 0.35221, -6.50211], [-0.83408, 1.89483, -6.18697], [-1.76325, 0.52743, -6.80559], [-0.41792, 1.49183, -2.72059], [-0.62716, 2.53370, -4.02827], [0.77025, 1.31336, -3.95444], [0.88526, -0.91319, -3.47647], [1.84106, 3.80301, -2.36106], [2.65105, 4.52621, -1.33326], [1.64791, 4.84560, -0.23744], [3.63585, 3.55147, -0.69922], [4.94681, 3.29950, -1.44531], [5.66803, 4.59999, -1.83122], [4.70818, 5.67288, -2.44721], [5.37691, 7.08018, -2.25393], [4.54042, 5.38940, -3.96969], [3.34634, 5.76905, -1.77529], [2.49063, 6.57699, -2.44738], [2.53275, 3.40251, -3.10219], [1.18134, 3.04594, -1.93714], [1.22164, 4.51521, -2.90621], [1.21955, 5.84771, -0.25699], [0.83535, 4.13130, -0.10476], [2.14883, 4.64979, 0.71063], [4.08528, 4.09117, 0.13434], [3.26502, 2.62350, -0.26393], [5.67520, 2.67479, -0.92832], [4.59779, 2.91406, -2.40329], [6.43580, 4.32038, -2.55264], [6.25901, 5.06860, -1.04430], [6.40388, 7.13504, -2.61507], [5.31273, 7.17206, -1.16970], [4.75742, 7.86328, -2.69106], [4.02972, 4.45682, -4.20967], [5.51151, 5.19425, -4.42467], [4.17503, 6.25573, -4.52111], [2.49648, 7.37551, -1.91454], [-1.68353, -1.53946, 1.30108], [-0.70208, -1.07621, 0.24064], [-0.49727, 0.44265, 0.27327], [0.45555, -1.82612, 0.45631], [-1.64248, -0.87149, 2.16144], [-1.44032, -2.55299, 1.62000], [-2.63112, -1.52496, 0.76259], [-1.14325, -1.46039, -0.67908], [0.03497, 0.80097, -0.60789], [0.18967, 0.77134, 1.05312], [-1.43051, 0.97102, 0.46816], [0.98825, -1.41466, 1.14080], [0.61911, 1.13665, 3.75035], [1.57484, 1.12950, 3.80284], [0.34623, 1.75647, 4.42680]],
  "lowdin_charge": [-0.0211, -0.4424, -0.0435, -0.0896, -0.1901, -0.1516, -0.4656, -0.0363, -0.0310, -0.1629, -0.0045, 0.0802, 0.0678, 0.0514, 0.0768, 0.0759, 0.0881, 0.1161, 0.0778, 0.1110, 0.1010, 0.1180, 0.1091, 0.0814, 0.0804, 0.0783, 0.0516, 0.0826, 0.0844, 0.1006, -0.0655, -0.5005, -0.0272, -0.0988, -0.1731, -0.1281, -0.4670, -0.0259, -0.0412, -0.1454, -0.0202, 0.0827, 0.0863, 0.0864, 0.0926, 0.0846, 0.0703, 0.1164, 0.1069, 0.0975, 0.0973, 0.1098, 0.1222, 0.0806, 0.0724, 0.0674, 0.0506, 0.0841, 0.0779, 0.1096, -0.0503, -0.5174, -0.0364, -0.1494, -0.1737, -0.1373, -0.4440, -0.0346, -0.0351, -0.1175, -0.0106, 0.0704, 0.0680, 0.0935, 0.0851, 0.0786, 0.0723, 0.1112, 0.1279, 0.1154, 0.0991, 0.1109, 0.1076, 0.0849, 0.0786, 0.0711, 0.0679, 0.0748, 0.0783, 0.1113, -0.0694, -0.4997, -0.0371, -0.0442, 0.0816, 0.0648, 0.0830, 0.1229, 0.0525, 0.0612, 0.0875, 0.0875, -0.0506, 0.0305, 0.0325]
}

---

2.
{
  "formula": "C30H67N8O9Si",
  "method": "the ωB97M-V functional and the def2-TZVPD basis",
  "homo_ev": -10.855,
  "e_above_lowest_kcal_mol": 0.0,
  "total_charge": 1,
  "gap_ev": 8.9,
  "multiplicity": 1,
  "elements": ["C", "C", "O", "C", "C", "C", "O", "Si", "C", "C", "C", "C", "N", "C", "N", "C", "C", "O", "N", "C", "C", "C", "O", "H", "H", "H", "H", "H", "H", "H", "H", "H", "H", "H", "H", "H", "H", "H", "H", "H", "H", "H", "H", "H", "H", "H", "H", "H", "H", "H", "H", "H", "H", "H", "H", "C", "C", "O", "N", "C", "H", "H", "H", "H", "H", "H", "H", "C", "C", "O", "N", "C", "H", "H", "H", "H", "H", "H", "H", "C", "C", "O", "N", "C", "H", "H", "H", "H", "H", "H", "H", "C", "C", "O", "N", "C", "H", "H", "H", "H", "H", "H", "H", "C", "C", "O", "N", "C", "H", "H", "H", "H", "H", "H", "H"],
  "coordinates": [[0.76086, -0.30969, -1.46049], [0.18897, 1.08552, -1.57462], [1.23206, 1.99893, -1.21639], [0.84451, 3.26457, -0.73145], [-0.02553, 4.04614, -1.68759], [0.43731, 3.98421, -3.13385], [1.30403, 5.06692, -3.41589], [2.67823, 4.85765, -4.32947], [2.30924, 4.70090, -6.14585], [3.77516, 6.32919, -4.04176], [3.57655, 3.30299, -3.76918], [0.30594, 3.08341, 0.69046], [1.55291, 2.70072, 1.40739], [2.57026, 2.95941, 0.56882], [3.75683, 2.43020, 0.65617], [4.85183, 2.62810, -0.29258], [4.98445, 1.40706, -1.19319], [6.09239, 1.63420, -2.03755], [2.20473, 3.85696, -0.44162], [2.18572, 5.24096, 0.11791], [3.33217, 6.09023, -0.39321], [3.07108, 7.45300, -0.84697], [3.67875, 7.13715, 0.46033], [0.74956, -0.67557, -0.43648], [0.17191, -1.00230, -2.06428], [1.78121, -0.34016, -1.84252], [-0.17219, 1.29818, -2.58448], [-0.66462, 1.20821, -0.90095], [-0.03543, 5.09769, -1.40123], [-1.05513, 3.70506, -1.56470], [-0.43924, 4.03510, -3.78627], [0.93674, 3.03148, -3.33580], [1.73812, 5.53757, -6.54867], [1.76867, 3.77686, -6.36756], [3.26338, 4.63642, -6.67740], [4.77074, 6.09682, -4.42829], [3.41539, 7.23176, -4.53720], [3.88158, 6.54317, -2.97658], [3.38831, 3.14051, -2.70107], [3.20451, 2.42067, -4.29511], [4.64907, 3.39861, -3.94280], [-0.44219, 2.30242, 0.78426], [-0.15077, 3.97826, 1.10788], [1.55732, 1.80669, 1.87925], [3.92197, 1.80797, 1.43644], [5.77477, 2.78053, 0.26682], [4.65904, 3.51999, -0.87995], [5.15863, 0.51489, -0.57549], [4.05128, 1.25032, -1.74169], [5.87420, 1.37589, -2.93772], [1.24559, 5.70762, -0.15978], [2.25823, 5.22427, 1.20838], [4.11720, 5.53067, -0.89991], [2.07938, 7.87183, -0.73539], [3.80329, 8.01423, -1.40896], [-3.88079, 1.85626, 0.14884], [-3.34721, 3.04091, 0.92216], [-2.51656, 3.80366, 0.42605], [-3.79205, 3.21523, 2.17677], [-4.74183, 2.39468, 2.91251], [-3.41835, 1.85815, -0.83451], [-3.65098, 0.92099, 0.66181], [-4.96238, 1.91822, 0.02940], [-3.38910, 4.00945, 2.65021], [-5.60071, 2.99340, 3.21797], [-4.26699, 1.96594, 3.79128], [-5.08819, 1.57660, 2.29206], [-4.36038, -2.36440, 4.07727], [-3.26511, -1.38156, 3.74835], [-3.40492, -0.17457, 3.91123], [-2.10725, -1.89122, 3.26114], [-1.79333, -3.27967, 2.96832], [-5.21709, -1.80955, 4.44854], [-4.64228, -2.94688, 3.20058], [-4.02262, -3.06295, 4.84438], [-1.40048, -1.19510, 3.08586], [-0.94679, -3.61923, 3.56752], [-1.53938, -3.40227, 1.91459], [-2.64968, -3.91548, 3.17187], [-5.71463, -7.26069, 2.07076], [-5.23401, -6.12277, 2.93532], [-4.47114, -5.25895, 2.52124], [-5.68655, -6.07695, 4.21667], [-6.58466, -6.99798, 4.88222], [-5.25738, -7.17654, 1.09261], [-5.42516, -8.22205, 2.49520], [-6.80213, -7.22568, 1.98107], [-5.33600, -5.29502, 4.74671], [-7.48675, -6.48832, 5.22451], [-6.10396, -7.46017, 5.74582], [-6.87918, -7.78565, 4.19704], [3.98471, -0.95314, 2.32625], [3.64183, -1.82959, 1.13798], [2.49603, -1.93806, 0.72887], [4.66173, -2.49901, 0.55049], [6.06796, -2.50075, 0.90680], [3.06478, -0.49490, 2.68096], [4.41855, -1.53484, 3.13934], [4.71050, -0.18180, 2.05674], [4.37129, -3.07438, -0.22570], [6.68143, -2.14535, 0.07788], [6.40068, -3.50435, 1.17221], [6.24008, -1.85297, 1.76059], [-1.93195, -6.64689, -1.14800], [-2.95766, -7.71816, -0.85233], [-3.36627, -7.91106, 0.28069], [-3.41390, -8.45886, -1.89554], [-3.04498, -8.36394, -3.29203], [-1.69111, -6.15961, -0.20824], [-1.02567, -7.07549, -1.57756], [-2.32618, -5.90654, -1.84520], [-4.09170, -9.15654, -1.63044], [-3.91185, -8.13154, -3.91259], [-2.61106, -9.29959, -3.64805], [-2.31025, -7.57683, -3.42864]],
  "lowdin_charge": [-0.0469, -0.2169, -0.0989, -0.4238, -0.0561, -0.2245, -0.1969, 0.4092, -0.1557, -0.1365, -0.1458, -0.0389, 0.1633, -0.3113, 0.1735, -0.1097, -0.2456, -0.0415, 0.0716, -0.0487, -0.3195, -0.0518, -0.0234, 0.0580, 0.0862, 0.0771, 0.1234, 0.1130, 0.1279, 0.1198, 0.1327, 0.0984, 0.0383, 0.0339, 0.0400, 0.0442, 0.0459, -0.0091, 0.0022, 0.0446, 0.0403, 0.1206, 0.1279, 0.1547, 0.1469, 0.1411, 0.0986, 0.1117, 0.1099, 0.0919, 0.1235, 0.1454, 0.1312, 0.1232, 0.1135, 0.0000, -0.5384, -0.0085, 0.0311, -0.0646, 0.0753, 0.0837, 0.0901, 0.1440, 0.0879, 0.0645, 0.0719, -0.0071, -0.5361, 0.0039, 0.0110, -0.0650, 0.0853, 0.0684, 0.0857, 0.1281, 0.0838, 0.0832, 0.0479, -0.0105, -0.5208, 0.0127, 0.0120, -0.0751, 0.0517, 0.0917, 0.0881, 0.1264, 0.0842, 0.0844, 0.0707, -0.0093, -0.5493, 0.0247, 0.0158, -0.0671, 0.0752, 0.0926, 0.0624, 0.1455, 0.0854, 0.0892, 0.0726, -0.0064, -0.5353, 0.0250, 0.0101, -0.0781, 0.0785, 0.0834, 0.0833, 0.1413, 0.0840, 0.0844, 0.0692]
}